# C4H8O2

C4H8O2 in the gas phase (the ωB97M-V functional and the def2-TZVPD basis, OMol25).

Positions of all 14 atoms, in Å:
C 1.315 -1.047 0.223
C 0.098 -0.238 -0.193
C 0.417 1.095 -0.852
O -0.645 0.018 1.027
C -1.969 0.134 0.915
O -2.608 0.059 -0.103
H 1.899 -1.339 -0.656
H 1.964 -0.480 0.900
H 0.996 -1.959 0.735
H -0.547 -0.831 -0.850
H 1.047 1.709 -0.201
H -0.510 1.636 -1.058
H 0.941 0.940 -1.801
H -2.398 0.304 1.915

Atoms 1-3, force components in eV/Å:
C 0.0 0.0 0.0
C 0.1 -0.1 -0.1
C 0.0 0.0 0.0

The LUMO energy is 1.01 eV. The value obtained for the relative energy (zero: lowest compared OMol25 entry of this formula, charge and spin) is 38.4 kJ/mol. The charge is 0. Its SMILES is CC(C)OC=O. The total energy is -8372.8837 eV.

Results of the natural (NBO) charge analysis, in e, for atoms 1 through 4:
1. C -0.62
2. C 0.08
3. C -0.63
4. O -0.51